A single C9H14N2O4 molecule at a distorted geometry. Source: OMol25; level of theory: ωB97M-V/def2-TZVPD.

```
29
Properties=species:S:1:pos:R:3:lowdin_charge:R:1
C -3.310 1.837 -0.394 -0.033
C -2.694 0.512 -0.023 -0.185
O -1.282 0.795 0.142 -0.013
C -0.381 -0.134 0.505 -0.433
O -0.659 -1.293 0.631 0.130
C 1.032 0.403 0.784 -0.282
C 1.525 -0.079 2.155 0.023
C 1.035 1.769 0.575 -0.220
N 1.023 2.906 0.496 0.244
C 2.036 -0.286 -0.349 -0.374
C 1.490 0.057 -1.715 -0.010
C 2.169 -1.749 -0.043 -0.021
N 3.322 0.426 -0.215 -0.333
O 4.081 0.222 0.727 0.085
O 3.545 1.189 -1.135 0.089
H -4.205 1.668 -0.850 0.057
H -3.340 2.295 0.587 0.094
H -2.640 2.314 -0.977 0.049
H -2.671 -0.145 -0.810 0.086
H -3.224 -0.042 0.909 0.182
H 2.488 0.307 2.202 0.069
H 1.361 -1.080 2.338 0.071
H 1.036 0.331 2.995 0.094
H 0.839 1.023 -1.781 0.142
H 2.187 0.052 -2.548 0.103
H 0.835 -0.689 -1.877 0.045
H 2.956 -2.274 -0.733 0.136
H 2.580 -2.002 0.919 0.069
H 1.110 -2.272 -0.108 0.135
```

For the frontier orbital gap, the calculation gives 10.79 eV. The value obtained for the molar mass is 214.22 g/mol. Its net charge is 0. The value obtained for the electronic energy is -761.64452 Eh.



A molecular structure, C26H43N4O4ReSSeSi3 at a distorted geometry. Source: OMol25; level of theory: ωB97M-V/def2-TZVPD.

```
83
Properties=species:S:1:pos:R:3:lowdin_charge:R:1
Re 0.057 0.255 0.216 1.686
O -0.622 5.542 -0.841 0.057
C -0.852 5.067 -2.074 -0.280
C -0.929 5.998 -3.112 0.000
C -1.198 5.596 -4.402 -0.056
C -1.378 4.246 -4.694 -0.076
C -1.267 3.311 -3.690 -0.013
C -0.993 3.694 -2.370 -0.097
C -0.878 2.651 -1.347 -0.424
O -0.961 1.431 -1.608 -0.086
N -0.741 3.084 -0.070 0.045
N -0.698 2.119 0.801 -0.158
C -1.036 2.260 2.056 -0.025
C -1.364 1.033 2.697 -0.232
C -1.982 0.965 3.952 0.013
C -2.575 -0.210 4.351 -0.018
C -2.568 -1.290 3.470 -0.012
C -1.876 -1.185 2.282 -0.118
N -1.236 -0.078 1.907 -0.018
H -0.676 4.795 -0.203 0.063
H -0.798 7.038 -2.857 0.123
H -1.278 6.336 -5.184 0.113
H -1.614 3.940 -5.701 0.106
H -1.398 2.259 -3.898 0.118
H -1.284 3.222 2.482 0.145
H -2.019 1.845 4.572 0.126
H -3.057 -0.288 5.313 0.123
H -3.085 -2.201 3.717 0.122
H -1.828 -2.012 1.596 0.074
C -3.092 -0.829 -1.217 -0.105
O -1.777 -1.147 -0.838 -0.408
Si -1.054 -2.651 -0.984 0.403
C -1.339 -3.286 -2.762 -0.141
C -1.992 -3.970 0.050 -0.148
C 0.665 -2.035 -0.381 -0.499
Si 1.868 -1.743 -1.864 0.456
C 2.323 -3.442 -2.632 -0.171
C 3.636 -1.110 -1.456 -0.180
C 1.085 -0.717 -3.275 -0.167
Si 1.477 -3.078 1.025 0.459
C 3.267 -2.582 1.465 -0.187
C 0.595 -3.013 2.721 -0.177
C 1.523 -4.930 0.541 -0.160
H -3.281 -1.140 -2.244 0.095
H -3.215 0.250 -1.149 0.086
H -3.802 -1.325 -0.552 0.091
H -2.368 -3.626 -2.858 0.040
H -0.703 -4.135 -2.989 0.029
H -1.165 -2.525 -3.514 0.023
H -3.023 -3.674 0.234 0.036
H -1.536 -4.207 1.005 0.004
H -2.027 -4.895 -0.518 0.040
H 3.105 -3.914 -2.050 0.022
H 2.718 -3.274 -3.630 0.036
H 1.490 -4.126 -2.707 0.009
H 4.200 -1.865 -0.922 0.020
H 3.659 -0.199 -0.864 -0.017
H 4.169 -0.942 -2.388 0.033
H 0.655 -1.375 -4.020 0.024
H 1.821 -0.104 -3.783 0.021
H 0.302 -0.058 -2.910 -0.003
H 3.498 -1.575 1.148 -0.027
H 3.990 -3.256 1.021 0.037
H 3.412 -2.620 2.539 0.025
H 0.506 -1.994 3.081 0.011
H 1.201 -3.557 3.438 0.039
H -0.382 -3.477 2.735 0.009
H 2.052 -5.104 -0.387 0.011
H 0.536 -5.366 0.447 0.016
H 2.049 -5.478 1.315 0.036
Se 3.614 0.645 3.379 0.797
C 2.353 0.480 2.241 -0.891
N 1.452 0.320 1.489 -0.144
C 2.314 3.951 -1.320 -0.206
S 2.887 2.222 -1.129 0.932
C 3.555 2.092 -2.829 -0.197
O 1.636 1.395 -1.172 -0.652
H 3.185 4.586 -1.440 0.068
H 1.777 4.240 -0.421 0.050
H 1.662 4.038 -2.185 0.057
H 4.381 2.786 -2.935 0.067
H 2.766 2.307 -3.540 0.068
H 3.916 1.082 -2.971 0.027
```

For the frontier orbital gap (alpha / beta), the calculation gives 5.84 / 6.05 eV. Its spin multiplicity is 2. The value obtained for the molar mass is 857.15 g/mol. Its net charge is +1. The value obtained for the electronic energy is -5282.73895 Eh.



2 unconnected molecules or ions with the total composition CH6N6 at a distorted geometry. Source: OMol25; level of theory: ωB97M-V/def2-TZVPD.

```
13
Properties=species:S:1:pos:R:3:lowdin_charge:R:1
C 0.253 -0.291 -1.319 -0.146
N -0.098 -1.478 -1.310 0.145
N -0.151 -2.517 -1.983 -0.007
N -0.234 -3.501 -2.463 0.413
N -0.184 0.127 2.656 0.465
N 0.152 0.623 -0.403 0.027
N -0.025 1.874 -0.320 0.145
H 0.886 0.111 -2.124 0.183
H 0.471 -0.345 2.063 0.099
H -1.107 -0.367 2.745 0.170
H 0.780 2.488 0.115 0.222
H -0.022 0.924 3.222 0.124
H -0.721 2.352 -0.878 0.160
```

For the frontier orbital gap (alpha / beta), the calculation gives 5.03 / 9.43 eV. The value obtained for the molar mass is 102.10 g/mol. Its net charge is +2. The value obtained for the electronic energy is -369.30900 Eh.



A single C29H28FN3O2S molecule. Source: OMol25; level of theory: ωB97M-V/def2-TZVPD.

```
64
Properties=species:S:1:pos:R:3:lowdin_charge:R:1
O -2.502 -0.304 1.571 0.085
C -1.636 -0.877 0.948 -0.437
N -1.108 -2.062 1.310 0.111
C -1.460 -2.752 2.536 -0.316
C -1.896 -4.186 2.235 -0.151
C -2.273 -4.906 3.526 -0.200
C -1.100 -4.904 4.502 -0.210
C -0.661 -3.474 4.802 -0.200
C -0.283 -2.749 3.514 -0.149
C -1.038 -0.354 -0.372 -0.146
C 0.469 -0.223 -0.307 -0.177
C 1.211 -0.364 -1.497 -0.021
C 2.557 -0.135 -1.516 0.004
C 3.228 0.262 -0.342 -0.234
N 4.545 0.539 -0.408 0.120
C 5.153 0.935 0.673 -0.135
C 4.523 1.077 1.924 -0.048
C 3.190 0.787 2.022 -0.018
C 2.491 0.373 0.868 -0.144
C 1.109 0.115 0.858 0.017
N -1.630 0.907 -0.777 0.018
C -1.452 2.073 0.072 -0.070
C -0.078 2.684 -0.004 -0.205
C 0.528 3.173 1.147 -0.042
C 1.798 3.719 1.105 -0.015
C 2.458 3.767 -0.108 -0.281
F 3.711 4.270 -0.151 0.053
C 1.871 3.314 -1.275 0.007
C 0.596 2.783 -1.215 -0.018
C -2.402 1.039 -1.883 -0.471
O -2.889 2.098 -2.227 0.083
C -2.643 -0.198 -2.681 -0.459
C -3.678 -1.074 -2.560 -0.111
C -3.673 -2.072 -3.561 -0.178
C -2.641 -1.935 -4.429 -0.401
S -1.654 -0.577 -4.052 1.055
H -0.360 -2.458 0.762 0.153
H -2.297 -2.192 2.966 0.153
H -2.744 -4.173 1.548 0.118
H -1.072 -4.715 1.748 0.120
H -3.127 -4.402 3.984 0.116
H -2.570 -5.932 3.301 0.109
H -0.265 -5.458 4.068 0.114
H -1.388 -5.405 5.428 0.108
H -1.478 -2.939 5.289 0.117
H 0.191 -3.480 5.484 0.109
H 0.572 -3.246 3.048 0.122
H 0.006 -1.719 3.734 0.113
H -1.298 -1.091 -1.143 0.144
H 0.695 -0.640 -2.405 0.081
H 3.133 -0.228 -2.423 0.116
H 6.207 1.160 0.566 0.107
H 5.092 1.410 2.778 0.102
H 2.658 0.880 2.959 0.119
H 0.554 0.221 1.779 0.130
H -1.694 1.798 1.101 0.122
H -2.190 2.806 -0.274 0.139
H 0.003 3.120 2.090 0.120
H 2.279 4.095 1.994 0.120
H 2.410 3.379 -2.207 0.124
H 0.121 2.434 -2.120 0.122
H -4.414 -1.005 -1.779 0.123
H -4.410 -2.853 -3.626 0.102
H -2.393 -2.541 -5.277 0.061
```

For the frontier orbital gap, the calculation gives 8.43 eV. The value obtained for the molar mass is 501.63 g/mol. Its net charge is 0. The value obtained for the electronic energy is -1934.75115 Eh.



A single C6H11N3 molecule at a distorted geometry. Source: OMol25; level of theory: ωB97M-V/def2-TZVPD.

```
20
Properties=species:S:1:pos:R:3:lowdin_charge:R:1
H 2.067 -1.363 -1.825 0.008
N 1.702 -1.267 -0.984 0.195
C 0.559 -1.195 -0.687 -0.513
N -0.394 -0.874 -1.674 0.045
N -1.715 -0.984 -0.994 -0.030
C -1.500 -0.417 0.303 -0.353
C -0.981 1.000 0.339 -0.168
C 0.308 0.435 1.001 -0.331
C 1.461 1.418 0.592 -0.092
C -0.069 -1.049 0.664 -0.130
H -0.103 -0.074 -2.273 0.141
H -2.088 -2.006 -0.752 0.169
H -2.141 -0.335 1.244 0.166
H -1.376 1.672 1.175 0.117
H -1.166 1.555 -0.837 0.194
H 0.034 0.383 2.051 0.126
H 2.595 1.417 1.152 0.125
H 1.131 2.458 0.815 0.056
H 1.604 1.300 -0.586 0.093
H 0.072 -2.074 1.275 0.183
```

For the frontier orbital gap, the calculation gives 9.54 eV. The value obtained for the molar mass is 125.17 g/mol. Its net charge is 0. The value obtained for the electronic energy is -399.25895 Eh.